Formula: C40H70BFN6O7PSZr
Source: OMol25
Level of theory: ωB97M-V/def2-TZVPD

Last column: Mulliken spin population.
Geometry (Å):
Zr: 1.061102 0.571111 0.790526  0.255
C: -4.431854 -1.138408 4.426826  0.000
C: -3.565303 -1.712015 3.351770  0.000
C: -3.326476 -3.045882 3.134425  0.000
C: -2.491017 -3.095261 1.998231  0.001
N: -2.214233 -1.877287 1.577145  0.001
N: -2.863099 -1.011617 2.408271  0.000
B: -3.026582 0.499617 2.115546  0.000
N: -1.801056 1.464106 2.404962  0.008
N: -0.836284 1.887742 1.504790  0.014
C: -0.315661 3.021211 2.036886  -0.014
C: -0.868215 3.270113 3.282239  0.026
C: -1.794822 2.271971 3.478280  -0.004
C: -2.647232 2.123929 4.691091  0.000
C: 0.541180 4.047479 1.314180  -0.010
C: 1.115681 3.519637 0.009565  -0.001
C: 1.670749 4.552611 2.219647  -0.005
C: -0.390908 5.220149 0.969358  0.008
N: -3.558984 0.753694 0.688173  -0.001
N: -3.132652 0.060968 -0.393561  0.002
C: -3.924760 0.382657 -1.412594  0.000
C: -4.868512 1.332460 -0.987760  0.000
C: -4.605138 1.534461 0.352029  0.000
C: -5.287643 2.444523 1.318150  0.000
C: -3.813752 -0.269061 -2.772130  0.000
C: -5.029049 -1.191205 -2.952217  0.000
C: -2.541312 -1.110703 -2.889705  0.000
C: -3.820778 0.805098 -3.865900  0.000
C: -1.979441 -4.332409 1.300828  -0.001
C: -3.123483 -5.346836 1.177506  0.000
C: -1.474393 -3.987172 -0.099365  -0.001
C: -0.844926 -4.951196 2.128040  -0.001
H: -4.874778 -1.959975 4.987625  0.000
H: -3.869252 -0.523224 5.123618  0.000
H: -5.239940 -0.528762 4.021237  0.000
H: -3.733931 -3.865751 3.703491  0.000
H: -3.881540 0.859241 2.864196  0.000
H: -0.652267 4.088094 3.948208  0.001
H: -2.374356 2.899554 5.404447  0.000
H: -3.709009 2.214157 4.463904  0.000
H: -2.482441 1.156314 5.159946  0.000
H: 1.813291 2.700645 0.189856  0.019
H: 0.315655 3.211385 -0.661442  -0.009
H: 1.700083 4.302588 -0.473512  -0.002
H: 2.301687 3.730622 2.551663  -0.002
H: 2.284972 5.266800 1.666357  -0.002
H: 1.277125 5.060678 3.101847  0.001
H: -1.212305 4.882162 0.333764  -0.001
H: -0.813165 5.663358 1.871740  -0.001
H: 0.168142 5.991753 0.433902  0.000
H: -5.649177 1.794952 -1.569130  0.000
H: -5.998281 3.073513 0.785601  0.000
H: -5.829922 1.881125 2.079465  0.000
H: -4.566588 3.084617 1.828841  0.000
H: -5.033108 -1.972549 -2.189465  0.000
H: -5.961432 -0.630048 -2.869963  0.000
H: -4.998851 -1.666320 -3.935743  0.000
H: -2.473721 -1.827163 -2.067554  0.000
H: -2.558884 -1.669681 -3.826995  0.000
H: -1.646564 -0.483334 -2.891611  0.000
H: -4.754318 1.370653 -3.855664  0.000
H: -2.994009 1.504703 -3.730753  0.000
H: -3.721842 0.337287 -4.848469  0.000
H: -3.978864 -4.906377 0.661418  0.000
H: -2.788160 -6.218425 0.610930  0.000
H: -3.458015 -5.690431 2.157939  0.000
H: -0.624627 -3.309055 -0.047974  0.001
H: -2.266444 -3.515964 -0.685250  0.000
H: -1.149826 -4.893831 -0.615494  0.000
H: -1.194509 -5.211066 3.129467  0.000
H: -0.475542 -5.860089 1.645886  0.000
H: -0.009223 -4.254335 2.224266  0.000
O: -0.523535 -0.451355 -0.176146  0.030
H: -0.321676 -1.263827 -0.656956  -0.002
H: -1.567211 -0.424820 -0.130100  0.001
O: 0.043964 -0.274305 3.260340  0.008
H: 0.645766 -0.514316 3.972003  0.000
H: -0.646132 -0.950801 3.197014  -0.002
O: -1.056885 2.006187 -1.834367  -0.002
H: -0.352079 1.371870 -2.024603  -0.002
H: -1.828647 1.492506 -1.568700  0.001
S: 3.172858 0.796227 3.741031  0.293
C: 2.146037 1.245724 2.657727  0.456
C: 4.341153 3.588923 -3.562763  0.000
C: 3.220955 2.594238 -3.311033  0.000
C: 1.866185 3.275612 -3.426544  0.001
C: 3.308470 1.415453 -4.273524  0.000
O: 3.400829 2.176789 -1.915050  -0.003
P: 2.987519 0.803942 -1.265131  0.007
O: 3.117275 0.976436 0.241866  -0.006
O: 1.534010 0.453680 -1.523791  -0.004
O: 3.908750 -0.311798 -1.852840  -0.002
C: 5.317506 -0.592533 -1.524508  0.004
C: 5.754562 -1.548040 -2.618562  0.000
C: 5.393888 -1.259717 -0.160827  -0.018
C: 6.141346 0.687591 -1.551308  0.000
H: 4.220642 4.043216 -4.546416  0.000
H: 5.313902 3.099458 -3.518682  0.000
H: 4.317337 4.372853 -2.804938  0.000
H: 1.713581 3.603437 -4.455456  0.000
H: 1.818366 4.147241 -2.774513  0.000
H: 1.058553 2.596277 -3.157257  -0.001
H: 3.150700 1.777760 -5.288966  0.000
H: 2.545040 0.667914 -4.050516  0.000
H: 4.285103 0.933864 -4.222191  0.000
H: 5.096966 -2.417978 -2.635588  0.000
H: 6.775768 -1.881426 -2.431873  0.000
H: 5.714902 -1.061609 -3.595047  0.000
H: 4.908519 -2.235055 -0.185948  0.000
H: 4.909610 -0.648796 0.601034  0.013
H: 6.441934 -1.393639 0.109619  0.000
H: 6.099075 1.159119 -2.533268  0.000
H: 7.179648 0.442155 -1.329846  0.000
H: 5.787745 1.401424 -0.805580  0.000
F: 4.166052 -5.536900 -1.809813  0.000
C: 3.558785 -4.577552 -1.072977  0.001
C: 3.793413 -4.519796 0.285518  0.004
C: 3.163195 -3.528641 1.023852  -0.006
C: 2.304195 -2.590353 0.442383  -0.002
C: 1.594999 -1.593175 1.322615  -0.044
C: 2.111219 -2.690990 -0.936382  0.009
C: 2.727280 -3.675046 -1.699091  -0.002
H: 4.448298 -5.244680 0.751245  0.000
H: 3.340185 -3.480325 2.092382  0.006
H: 2.096598 -1.586319 2.291220  -0.004
H: 0.575776 -1.962952 1.483781  -0.015
H: 1.506573 -1.958058 -1.459412  -0.001
H: 2.573922 -3.737400 -2.768944  0.000

Atoms 1-6, force components in eV/Å:
0.143 -0.273 0.948
-0.021 0.045 -0.156
0.186 -0.037 -0.040
-0.044 -0.031 -0.078
-0.045 -0.137 0.118
0.060 0.094 0.088

Orbital gap (alpha / beta)   6.5274 / 8.1256 eV
HOMO level (alpha / beta)   -6.25 / -8.05 eV
Spin multiplicity   2
ΔE to the lowest compared entry with this formula, charge and spin   0.488 eV
<S²>   0.754
Strongest force on any atom   1.7 eV/A
E   -3333.0235 Ha